No. 1
Below is a structure of composition CHO2Tl at a distorted geometry, with properties calculated with ωB97M-V with the def2-TZVPD basis set.

Results
**⟨S²⟩**: 0.75
**2S+1**: 2
**ΔE to the lowest compared entry with this formula, charge and spin**: 0.0 kcal/mol
**Net charge**: +1
**HOMO energy (spin up / spin down)**: -15.8099 / -16.2814 eV

The geometry in XYZ format:
```
5
Properties=species:S:1:pos:R:3:forces:R:3:mulliken_charge:R:1
C -0.574 0.600 0.015 0.660 -2.256 -0.059 0.6512
Tl 2.674 0.643 0.013 2.264 0.576 0.020 0.7479
H -1.054 -1.130 -0.024 -2.303 2.179 0.086 0.3936
O 0.534 0.083 -0.010 -1.122 1.387 0.017 -0.4727
O -1.579 -0.197 0.007 0.501 -1.886 -0.065 -0.3200
```
Positions in Å, forces in eV/Å.

=====

No. 2
Below is the molecule C5H10O at a distorted geometry, with properties calculated with ωB97M-V with the def2-TZVPD basis set.

Results
**ΔE to the lowest compared entry with this formula, charge and spin**: 50.7 kcal/mol
**SMILES**: CCOC1CC1
**HOMO energy**: -9.1591 eV

The geometry in XYZ format:
```
16
Properties=species:S:1:pos:R:3:forces:R:3:mulliken_charge:R:1
C 0.046 0.635 2.336 0.253 -0.097 -0.081 -0.6638
C -0.144 0.528 0.875 -0.087 0.126 -0.108 0.3123
H -0.137 -2.191 -1.921 0.016 0.108 -0.025 0.2778
O -0.575 -0.592 0.183 -0.207 -0.212 0.089 -0.3811
H -0.432 -0.964 -3.168 0.060 -0.026 0.154 0.3499
C -0.904 -0.318 -1.170 -0.155 0.013 -0.323 -0.2313
H -0.563 1.471 0.506 -0.129 -0.315 -0.108 0.3120
H 1.803 1.522 0.763 -0.241 0.381 1.032 0.2479
H 0.206 -0.254 2.939 -0.125 -0.093 -0.351 0.2376
H 1.863 -0.156 1.422 -0.216 0.071 -0.147 0.2433
C -0.065 -1.124 -2.147 0.026 -0.056 0.018 -1.1154
C 1.253 0.736 1.288 0.011 0.012 0.209 -0.7110
H -1.965 -0.562 -1.293 0.058 0.017 -0.104 0.2816
H -0.587 1.346 2.884 0.929 0.320 -0.371 0.2464
H -0.786 0.755 -1.383 -0.039 -0.216 0.063 0.3164
H 0.990 -0.832 -2.113 -0.153 -0.033 0.055 0.2775
```
Positions in Å, forces in eV/Å.

=====

No. 3
Below is a structure of composition C28H52BrHfO7P2S2 at a distorted geometry, with properties calculated with ωB97M-V with the def2-TZVPD basis set.

Results
**ΔE to the lowest compared entry with this formula, charge and spin**: 26.6 kcal/mol
**Net charge**: +1
**HOMO energy**: -11.2462 eV

The geometry in XYZ format:
```
93
Properties=species:S:1:pos:R:3:forces:R:3:mulliken_charge:R:1
H 1.893 -5.484 0.390 0.026 -0.049 0.022 0.2826
H 1.275 5.522 3.479 0.010 -0.013 -0.001 0.3048
C -0.089 3.517 -0.584 0.033 -0.023 -0.124 2.4796
O 2.060 -3.211 -0.911 0.839 0.355 0.239 -0.2257
H 0.802 -4.287 -2.935 -0.021 -0.034 -0.027 0.3233
H -2.668 -5.517 -0.706 -0.013 -0.010 0.014 0.2327
H -0.080 4.641 1.848 -0.015 -0.005 -0.030 0.4206
C 2.731 -5.446 -0.307 -0.007 0.288 0.021 -1.5550
H 3.263 -3.725 -3.271 0.011 -0.034 -0.029 0.2523
H -6.051 -4.153 0.267 -0.010 -0.013 -0.015 0.4469
H 2.546 1.574 -3.866 -0.005 0.011 -0.011 0.4116
H 1.969 -0.048 -4.296 -0.005 0.024 -0.009 0.3596
C -1.176 2.879 -1.464 0.106 -0.018 0.056 -1.6158
H 0.367 5.565 0.034 -0.035 0.037 0.014 0.4624
C 4.369 -0.565 -3.338 -0.093 -0.180 0.144 -1.8798
H -4.101 -5.466 -1.750 -0.006 -0.002 0.002 0.3535
H -1.182 3.364 -2.442 -0.035 0.029 0.009 0.5853
H 1.348 5.515 5.243 0.020 0.027 -0.020 0.4717
H 4.450 -4.199 -2.039 0.035 0.002 -0.017 0.4363
C -3.050 0.107 0.064 -0.029 0.243 -0.013 1.9331
C 3.505 -4.465 -2.505 0.017 0.249 0.155 -1.5574
Br 0.161 -1.018 2.449 -0.185 0.677 0.051 -0.0241
H -4.589 -0.806 1.279 -0.027 0.022 -0.009 0.2385
H 1.257 3.960 -2.226 -0.005 -0.015 -0.010 0.4989
C -0.433 5.005 -0.453 0.037 -0.098 0.025 -2.3966
H 2.922 1.232 -0.766 0.095 0.022 -0.031 0.2524
H 3.608 -5.050 0.209 0.008 -0.065 0.010 0.3837
O 4.555 -2.253 -0.658 0.017 -0.018 0.011 -0.8094
C 2.377 -4.560 -1.488 -0.228 -0.572 -0.382 1.2706
H -3.274 -0.039 2.189 -0.052 0.016 0.023 0.3143
C -4.015 -3.870 -0.311 -0.233 -0.294 0.042 0.7071
H 0.105 1.167 4.304 0.044 0.064 0.030 0.5963
C 0.096 1.670 3.348 -0.065 -0.085 0.023 -0.2001
C 0.120 1.406 0.897 -0.061 0.578 0.430 0.6645
C -1.210 4.847 4.432 0.058 -0.050 0.004 -1.5854
C -5.484 -3.520 -0.414 0.194 0.087 -0.058 -1.5161
H -4.495 0.965 1.392 -0.045 -0.022 -0.013 0.4269
H 2.058 3.838 -0.650 0.020 -0.001 -0.021 0.3758
H 1.293 -5.970 -2.682 0.043 0.001 0.001 0.5255
H 0.122 3.912 6.592 -0.006 -0.015 0.016 0.4337
H -0.763 2.559 5.885 0.009 -0.010 0.029 0.4002
C 3.212 0.012 -2.537 0.082 0.640 -0.339 1.4137
C 1.273 3.414 -1.280 -0.126 -0.028 0.062 -1.2114
H -1.001 1.816 -1.619 -0.064 0.014 -0.024 -0.0043
P 3.127 -2.013 -0.675 0.700 -0.603 -0.816 0.1527
H 2.954 -6.456 -0.647 -0.006 -0.002 -0.040 0.4445
H -2.107 4.225 4.467 -0.016 0.022 0.010 0.3489
H -4.392 1.109 -1.240 0.024 0.018 -0.010 0.5202
C 3.717 0.982 -1.470 -0.162 -0.391 0.127 -1.4110
C -3.734 -5.295 -0.738 0.067 0.106 -0.002 -1.3516
H -4.249 -5.973 -0.057 0.005 -0.037 -0.023 0.4178
H 4.857 0.248 -3.874 -0.002 0.015 -0.019 0.4780
S -0.787 -3.482 0.384 -0.163 0.303 -0.129 -0.5065
H 4.071 1.900 -1.936 0.016 -0.007 -0.023 0.4975
H -4.527 -0.644 -1.341 -0.077 -0.083 0.030 0.2249
H 1.014 2.598 5.827 -0.015 -0.022 0.049 0.4074
C -0.002 2.812 0.779 -0.043 -0.033 -0.265 -0.7409
C 0.109 3.205 5.762 0.006 0.029 -0.161 -2.1451
H 3.618 -5.433 -2.990 -0.047 -0.019 0.009 0.4990
C 2.177 0.631 -3.468 -0.026 -0.242 0.171 -1.3432
O 2.399 -1.349 0.525 1.776 -0.121 0.489 -0.4501
C -3.911 0.049 1.308 0.143 -0.058 -0.044 -1.4777
Hf 0.626 -1.312 -0.272 -2.111 -0.373 -0.618 -0.8354
C 0.055 3.977 4.442 0.010 0.072 0.066 1.7365
H 0.293 -5.154 -1.476 -0.007 0.007 -0.034 0.2181
H -5.670 -2.480 -0.151 -0.008 0.037 0.027 0.2974
H -5.836 -3.693 -1.432 -0.037 0.006 0.013 0.3444
C 0.044 3.047 3.236 -0.006 -0.087 -0.056 -0.4608
H -1.212 5.503 5.304 -0.023 0.013 -0.011 0.4675
O -3.279 -2.960 -1.217 0.147 0.128 -0.048 -0.5783
H -2.390 0.970 0.125 0.085 -0.022 0.014 -0.8670
H 1.514 2.376 -1.483 -0.026 0.073 -0.051 -0.2941
O -2.124 -1.039 0.153 -0.123 -0.832 -0.330 0.0771
S -0.850 -1.662 -2.381 -0.245 -0.315 0.008 -0.6408
H -1.262 5.474 3.541 -0.020 0.001 0.006 0.3205
H -2.159 3.020 -1.009 -0.027 -0.018 -0.042 0.3757
H -3.156 0.176 -2.095 -0.023 0.076 0.005 0.4076
P -1.914 -2.324 -0.800 -0.710 0.178 0.117 1.8073
H -1.365 5.162 0.093 0.008 0.028 0.007 0.4344
C -0.017 3.568 1.943 -0.011 -0.006 0.095 -0.3698
O 0.217 0.570 -0.168 0.139 0.745 0.563 1.9757
C -3.825 0.179 -1.235 0.110 -0.105 0.007 -1.5079
H 1.242 0.809 -2.934 -0.016 0.129 -0.012 0.1139
H 2.206 4.273 4.319 0.020 0.035 0.003 0.3513
H -0.557 5.420 -1.454 0.001 0.009 0.002 0.4602
C 1.299 4.878 4.359 -0.060 -0.056 0.031 -1.5782
H 4.538 0.532 -0.911 0.040 0.035 -0.012 0.4297
H 4.012 -1.295 -4.066 -0.010 0.036 -0.011 0.3476
H 5.098 -1.041 -2.684 0.033 0.019 -0.035 0.3915
O 2.474 -1.102 -1.882 0.279 -0.351 0.572 -0.0002
H -3.646 -3.705 0.704 0.005 0.100 -0.028 0.3530
C 1.105 -5.019 -2.186 0.040 0.134 0.137 -1.3693
C 0.129 0.905 2.197 0.034 -0.300 0.014 0.3502
```
Positions in Å, forces in eV/Å.

=====

No. 4
Below is a structure of composition C3H4NiO3 at a distorted geometry, with properties calculated with ωB97M-V with the def2-TZVPD basis set.

Results
**⟨S²⟩**: 2.01
**2S+1**: 3
**ΔE to the lowest compared entry with this formula, charge and spin**: 73.1 kcal/mol
**HOMO energy (spin up / spin down)**: -8.8516 / -8.9555 eV

The geometry in XYZ format:
```
11
Properties=species:S:1:pos:R:3:forces:R:3:mulliken_charge:R:1
C -0.172 1.936 1.004 -0.649 -2.005 4.529 -0.3887
O -0.492 -3.872 -1.419 0.143 2.112 0.670 -0.6003
O 0.510 -1.860 -1.552 -0.003 1.140 0.476 -0.6129
H 1.801 1.359 0.622 -0.012 -0.846 -0.897 0.4667
C -0.349 -2.707 -1.024 -0.076 -4.185 -1.551 1.1097
Ni -0.035 -0.599 -0.250 -0.003 -0.110 0.007 0.3899
H -0.479 1.492 1.956 0.406 0.224 0.594 0.2731
O -1.014 -2.198 -0.006 0.123 1.601 0.553 -0.6451
H 0.121 2.176 -0.441 4.621 -1.817 -2.171 0.2945
C 0.786 1.373 0.207 -3.910 4.317 -1.274 -0.5029
H -0.676 2.901 0.902 -0.639 -0.432 -0.937 0.2161
```
Positions in Å, forces in eV/Å.

=====

> What is the formula in the first record?

CHO2Tl